Formula: C6H24B2O2Rb4
Source: the Open Molecules 2025 dataset
Level of theory: ωB97M-V with the def2-TZVPD basis set

```
! RIJCOSX wB97M-V def2-TZVPD def2/J DEFGRID3
* xyz 2 1
Rb 1.24928 2.98984 -2.02838
Rb -0.27389 0.54764 -2.89492
Rb 2.19743 -0.86304 -1.42602
Rb -1.13237 1.49259 0.09798
B 0.56669 0.99880 -0.88223
H 0.00696 1.74206 -1.42860
H 0.85916 1.39202 0.07907
H 0.00103 0.09323 -0.72665
H 1.48077 0.75206 -1.39973
B -2.02193 1.75064 -2.05192
H -1.45711 0.89296 -1.72088
H -1.84814 1.89522 -3.10698
H -3.05775 1.46788 -1.94532
H -1.76180 2.61283 -1.45762
C 1.54078 -1.01876 2.30162
C 1.46698 0.04584 1.20075
C 2.88687 0.33494 0.77361
O 0.83515 -0.59901 0.13262
H 2.24392 -1.78377 1.97227
H 0.55848 -1.48346 2.38661
H 1.87345 -0.62115 3.26045
H 0.86793 0.86393 1.60073
H 3.47691 -0.55477 0.55368
H 3.59288 0.84221 1.43114
H 2.82825 1.03299 -0.06150
H 0.72153 0.08781 -0.52844
C -2.68104 -0.73034 -0.03739
C -1.56467 -1.10626 0.91232
C -0.58781 -2.15728 0.42510
O -0.84109 0.03598 1.39254
H -3.25245 0.15360 0.24589
H -3.32069 -1.60125 -0.18040
H -2.24956 -0.50344 -1.01229
H -2.17503 -1.47822 1.73525
H -0.15646 -1.80449 -0.51169
H -1.15340 -3.06565 0.21755
H 0.22374 -2.40206 1.11034
H 0.05700 -0.25210 1.57148
*
```

Computed properties:
gap between HOMO and LUMO: 8.604 eV
ΔE to the lowest compared entry with this formula, charge and spin: 770.8 kcal per mole
HOMO energy: -15.41 eV
LUMO level: -6.81 eV
energy: -14630.293 eV